No. 1
DFT (ωB97M-V/def2-TZVPD) results for C6H6FNO2 as an isolated structure at a distorted geometry.

Summary:
LUMO energy = -0.1200 eV
Largest force on an atom = 4.881 eV/A
Relative energy (zero: lowest compared OMol25 entry of this formula, charge and spin) = 279.7 kJ/mol
E_HOMO = -8.59 eV

Last column: natural (NBO) charge in e.
Geometry (Å):
1 C 1.20590 0.63199 -1.96552  -0.227
2 C 0.06384 1.01734 -1.44076  -0.061
3 C 0.77853 -0.25521 0.98414  0.896
4 C -0.81993 0.81702 -0.49385  -0.088
5 C 1.13638 -1.25481 -1.26903  0.505
6 C -1.41149 0.53405 1.79037  -0.418
7 N -0.50320 0.19231 0.68440  -0.456
8 O 1.26125 -0.30787 2.10281  -0.571
9 O 1.50869 -0.88892 -0.07404  -0.519
10 F 1.78540 -2.41733 -1.45725  -0.333
11 H 1.88304 0.83002 -2.74720  0.234
12 H -1.90638 0.88033 -0.90521  0.232
13 H 0.01780 -1.53225 -1.40109  0.132
14 H -1.99596 1.44428 1.48379  0.216
15 H -2.12235 -0.33197 1.93196  0.208
16 H -0.88151 0.64102 2.77646  0.250


No. 2
DFT (ωB97M-V/def2-TZVPD) results for C6H13N2S as an isolated structure at a distorted geometry.

Summary:
LUMO energy = -4.3660 eV
Largest force on an atom = 5.131 eV/A
Relative energy (zero: lowest compared OMol25 entry of this formula, charge and spin) = 275.3 kJ/mol
Charge = +1
E_HOMO = -13.71 eV

Last column: natural (NBO) charge in e.
Geometry (Å):
1 C -2.25693 -0.42962 0.04053  0.472
2 C 0.21509 -0.34457 0.50016  0.240
3 C -3.19397 0.34344 -0.79419  -0.684
4 C 2.54121 0.31683 1.29737  -0.641
5 C 1.70103 1.08118 -0.91786  -0.682
6 C 1.60155 0.03824 0.17546  -0.111
7 N -2.37720 -1.32901 0.89531  -0.630
8 N -0.85161 0.00435 -0.21890  -0.559
9 S 1.55166 -1.61500 -0.82131  0.107
10 H 0.09020 -0.85911 1.43423  0.265
11 H -2.77623 0.94034 -1.46584  0.222
12 H -3.78412 0.87964 -0.20810  0.254
13 H -3.77537 -0.43230 -1.27048  0.255
14 H 2.61847 -0.44877 2.03282  0.243
15 H 2.35903 1.25336 1.62760  0.240
16 H 3.63451 0.32026 1.04974  0.258
17 H 1.03633 1.97896 -0.64381  0.248
18 H 2.81232 1.46780 -0.88410  0.262
19 H 1.69208 0.84612 -1.94861  0.254
20 H -3.31627 -1.68465 1.09943  0.387
21 H -0.82509 0.24436 -1.19099  0.423
22 H 1.30329 -2.57187 0.21154  0.179


No. 3
DFT (ωB97M-V/def2-TZVPD) results for a 6-piece molecular cluster, C17H48IN4O5 overall at a distorted geometry.

Summary:
LUMO energy = 2.5889 eV
Largest force on an atom = 2.607 eV/A
Relative energy (zero: lowest compared OMol25 entry of this formula, charge and spin) = 314.7 kJ/mol
Charge = -1
E_HOMO = -3.97 eV

Last column: Mulliken charge in e.
Geometry (Å):
1 I -22.06614 15.67538 15.67314  -0.961
2 C -23.73072 11.73029 20.49030  -1.685
3 C -22.52622 11.08451 19.75226  0.557
4 C -22.05817 9.71991 20.29480  -0.737
5 O -21.13215 9.18488 19.29196  -0.221
6 C -20.00658 8.44847 19.92516  -0.684
7 N -23.01310 11.07147 18.36236  -0.691
8 H -24.14213 12.56952 19.92946  0.469
9 H -23.43323 12.09847 21.47216  0.389
10 H -24.58691 11.08701 20.69336  0.391
11 H -21.66957 11.75558 19.68976  0.303
12 H -22.91591 9.08216 20.50852  0.228
13 H -21.59866 9.91415 21.26394  0.354
14 H -19.53241 7.88428 19.12208  0.142
15 H -20.39703 7.85040 20.74855  0.347
16 H -19.23720 9.07583 20.37524  0.296
17 H -23.99392 11.05743 18.60295  0.292
18 H -22.87467 12.01255 18.02278  0.245
19 C -25.75892 20.28398 15.48537  -1.420
20 C -26.80307 19.57454 14.65712  0.415
21 C -26.55282 19.79146 13.08204  -0.818
22 O -27.44877 19.02623 12.25125  -0.354
23 C -27.39622 19.56122 10.91576  -0.745
24 N -26.82167 18.19333 15.11675  -0.703
25 H -25.57329 21.19269 14.91275  0.345
26 H -24.87866 19.66013 15.64038  0.374
27 H -26.04964 20.47639 16.51811  0.405
28 H -27.75895 19.97711 14.99223  0.314
29 H -25.48842 19.72520 12.85678  0.363
30 H -26.85062 20.81727 12.86498  0.358
31 H -26.36226 19.50557 10.57529  0.284
32 H -27.98413 20.47909 10.91355  0.351
33 H -27.88649 18.93213 10.17282  0.267
34 H -25.82082 18.05781 15.12112  0.264
35 H -27.00259 18.27317 16.10720  0.291
36 C -23.29685 15.92370 9.82370  -1.427
37 C -24.79323 15.86669 10.04319  0.861
38 C -25.64760 15.51443 8.79035  -0.872
39 O -27.06046 15.56707 8.90553  -0.302
40 C -27.76167 15.52801 7.66664  -0.711
41 N -25.04704 15.02991 11.20989  -0.690
42 H -22.75972 16.03736 10.76533  0.516
43 H -23.07137 16.81539 9.23878  0.337
44 H -23.07553 15.08007 9.16994  0.309
45 H -25.23502 16.82680 10.30982  -0.070
46 H -25.29718 14.55989 8.39772  0.380
47 H -25.23322 16.20514 8.05598  0.354
48 H -27.55064 14.68347 7.01065  0.275
49 H -27.31930 16.41659 7.21628  0.337
50 H -28.81757 15.58094 7.93191  0.218
51 H -24.35534 15.26921 11.90587  0.236
52 H -24.64878 14.11451 11.05647  0.252
53 C -17.51958 10.90328 14.84458  -1.631
54 C -18.85161 10.19309 14.79036  0.573
55 C -18.68128 8.64108 14.77860  -0.783
56 O -19.77880 7.95309 15.43043  -0.283
57 C -19.52359 6.54131 15.55260  -0.773
58 N -19.59261 10.64794 15.94854  -0.616
59 H -16.91349 10.47959 15.64536  0.444
60 H -17.58353 11.98610 14.95196  0.408
61 H -17.02858 10.71707 13.88941  0.384
62 H -19.34724 10.54279 13.88473  0.348
63 H -17.86799 8.34173 15.43969  0.262
64 H -18.48015 8.23887 13.78568  0.314
65 H -20.21735 6.26664 16.34717  0.219
66 H -18.50828 6.36955 15.91002  0.347
67 H -19.69360 5.96693 14.64195  0.296
68 H -18.84629 10.80507 16.61068  0.225
69 H -19.75676 11.64185 15.87596  0.265
70 C -19.84166 20.08233 14.83107  -0.434
71 O -19.58381 19.06161 13.88345  -0.516
72 H -19.91478 19.61199 15.81164  0.231
73 H -19.00494 20.77680 14.75543  0.204
74 H -20.85128 20.46962 14.69412  0.187
75 H -20.10427 18.28599 14.10504  0.299


No. 4
DFT (ωB97M-V/def2-TZVPD) results for one molecule with the formula C3H4N2O at a distorted geometry.

Summary:
LUMO energy = 0.7947 eV
Largest force on an atom = 2.167 eV/A
Relative energy (zero: lowest compared OMol25 entry of this formula, charge and spin) = 142.0 kJ/mol
E_HOMO = -8.78 eV

Last column: natural (NBO) charge in e.
Geometry (Å):
1 O 2.09456 0.03645 -0.10765  -0.646
2 C 0.73382 0.09573 -0.04286  0.168
3 C -0.01791 1.23107 -0.37505  -0.110
4 N -1.31278 1.01491 -0.19822  -0.243
5 N -1.39405 -0.24178 0.24020  -0.322
6 C -0.18747 -0.85898 0.35716  -0.164
7 H 2.13798 -0.93713 -0.25278  0.475
8 H 0.34775 2.18135 -0.74044  0.215
9 H -2.30246 -0.63466 0.42700  0.407
10 H -0.09944 -1.88695 0.69265  0.219


No. 5
DFT (ωB97M-V/def2-TZVPD) results for one molecule with the formula C19H18N4O4S2 at a distorted geometry.

Summary:
LUMO energy = -0.3756 eV
Largest force on an atom = 1.847 eV/A
Relative energy (zero: lowest compared OMol25 entry of this formula, charge and spin) = 226.0 kJ/mol
E_HOMO = -8.10 eV

Last column: natural (NBO) charge in e.
Geometry (Å):
1 C -2.50024 -1.77252 0.06106  -0.650
2 C -3.81724 -1.11164 0.31439  -0.015
3 C -4.80166 -1.76728 1.04245  -0.202
4 C -6.03986 -1.19151 1.25078  -0.205
5 C -6.31607 0.05819 0.72584  -0.205
6 C -5.35527 0.75030 0.00613  -0.048
7 C -4.10094 0.16086 -0.18533  0.194
8 N -3.14387 0.86133 -0.95430  -0.626
9 C -1.91940 1.21691 -0.52655  0.261
10 N -1.37193 0.91171 0.59980  -0.347
11 N -0.13785 1.38148 0.74923  -0.297
12 C 0.29618 2.05287 -0.25365  -0.133
13 S 1.85635 2.78890 -0.38213  0.288
14 C 2.70664 1.98723 1.03921  -0.539
15 C 3.70359 0.98898 0.56002  -0.099
16 C 5.06143 1.19802 0.69623  -0.157
17 C 5.96673 0.24535 0.23821  -0.010
18 C 5.53135 -0.91657 -0.38475  -0.148
19 C 4.17683 -1.13941 -0.53760  -0.152
20 C 3.26139 -0.19494 -0.05979  0.418
21 O 1.92908 -0.37214 -0.18896  -0.509
22 C 1.52023 -1.64943 -0.62605  0.225
23 O 2.29656 -2.14956 -1.65347  -0.507
24 C 3.63347 -2.35826 -1.23468  -0.083
25 H 4.20121 -2.57561 -2.14126  0.213
26 H 3.68667 -3.23327 -0.56593  0.183
27 H 0.50231 -1.53081 -1.00467  0.192
28 H 1.51999 -2.33159 0.24523  0.145
29 H 6.25526 -1.63042 -0.74669  0.247
30 N 7.37572 0.47217 0.40424  0.533
31 O 7.72194 1.50224 0.94303  -0.382
32 O 8.13526 -0.38283 -0.00153  -0.385
33 H 5.43885 2.09448 1.16441  0.247
34 H 1.90492 1.52295 1.61258  0.283
35 H 3.18608 2.78407 1.60365  0.238
36 S -0.86030 2.19458 -1.57821  0.294
37 H -3.50797 1.39541 -1.72991  0.405
38 C -5.64911 2.11235 -0.55095  -0.635
39 H -4.88143 2.82630 -0.25366  0.223
40 H -6.60892 2.46926 -0.18784  0.226
41 H -5.69098 2.08792 -1.64147  0.208
42 H -7.28565 0.50738 0.88253  0.209
43 H -6.79375 -1.71804 1.81610  0.214
44 H -4.59225 -2.74934 1.43989  0.209
45 H -2.19817 -1.63684 -0.97666  0.213
46 H -2.56003 -2.83599 0.27666  0.214
47 H -1.73519 -1.32328 0.69440  0.252


No. 6
DFT (ωB97M-V/def2-TZVPD) results for a 24-piece molecular cluster, C8H63O24 overall at a distorted geometry.

Summary:
LUMO energy = 2.1169 eV
Largest force on an atom = 3.252 eV/A
Charge = -1
E_HOMO = -7.93 eV

Last column: Mulliken charge in e.
Geometry (Å):
1 O -0.38167 -1.03396 -0.68358  1.165
2 H -0.99404 -0.44704 -0.19875  0.775
3 C 0.26265 -3.98044 2.89472  -1.529
4 C -0.37029 -2.90395 1.96659  0.546
5 O -0.10128 -3.13794 0.62936  0.157
6 H 1.34570 -3.86653 2.94086  0.319
7 H -0.01784 -4.91412 2.40721  0.299
8 H -0.10038 -3.92041 3.92073  0.408
9 H -0.16451 -1.87757 2.27039  0.050
10 H -1.42075 -3.17638 1.86457  0.203
11 H -0.18827 -2.27862 0.21031  0.020
12 C 3.65518 2.48813 1.70295  -0.281
13 C 3.94522 3.41405 3.01554  -0.457
14 O 5.31865 3.85533 2.88077  -0.553
15 H 3.56006 3.02523 0.75924  0.208
16 H 2.72835 1.99775 2.00062  -0.045
17 H 4.33604 1.64990 1.55491  0.264
18 H 3.78985 2.81550 3.91315  0.324
19 H 3.25136 4.24962 3.10769  0.235
20 H 5.32946 4.64978 2.34194  0.309
21 C -1.16047 3.67832 3.31523  -0.187
22 C -1.16263 5.20331 3.23949  -0.543
23 O -0.21777 5.77982 4.07982  -0.549
24 H -0.29662 3.13813 2.92784  -0.184
25 H -2.04167 3.50434 2.69773  0.148
26 H -1.36482 3.30721 4.31953  0.464
27 H -2.19078 5.44435 3.50953  0.328
28 H -1.00448 5.38085 2.17574  0.188
29 H 0.57738 5.91689 3.55968  0.330
30 C -1.58466 3.48836 -1.49580  -0.822
31 C -1.08886 3.82182 -0.14534  0.509
32 O 0.28299 4.20758 -0.28868  -0.592
33 H -2.60493 3.11734 -1.59325  0.261
34 H -0.94737 2.67285 -1.83770  -0.065
35 H -1.42027 4.24931 -2.25871  0.312
36 H -1.05031 2.92639 0.47501  -0.164
37 H -1.65753 4.65915 0.25912  0.322
38 H 0.70282 3.58298 -0.88468  0.311
39 O -3.38563 1.02016 -3.88218  -0.611
40 H -3.32311 1.45538 -3.03194  0.313
41 H -3.97755 1.57330 -4.39198  0.255
42 O -3.04222 -0.69514 -1.13776  -0.751
43 H -3.44903 -1.37760 -0.60392  0.367
44 H -2.10458 -0.78374 -0.96683  0.014
45 O 0.33583 -2.66947 -2.57239  -0.038
46 H -0.18862 -2.16564 -1.95002  -0.446
47 H 1.17367 -2.80136 -2.12870  -0.040
48 O -0.55791 0.41354 -3.32419  -0.623
49 H -0.48762 0.11839 -2.41634  0.091
50 H -1.44809 0.75794 -3.39633  0.199
51 O -2.62557 -1.71020 -3.75070  -0.705
52 H -2.81507 -1.13187 -3.01188  0.252
53 H -1.67355 -1.67615 -3.84411  0.263
54 O 0.41346 -0.96557 -5.32877  -0.684
55 H 0.24798 -0.27012 -4.69221  0.429
56 H -0.43533 -1.39295 -5.44337  0.301
57 O 0.52507 0.93722 4.77854  -0.684
58 H -0.09935 1.32826 4.16746  0.325
59 H 1.09238 0.39664 4.22885  0.362
60 O 3.18508 -1.83764 -2.34304  -0.485
61 H 3.03860 -2.17286 -3.22758  0.225
62 H 4.13699 -1.83331 -2.24262  0.220
63 O -4.51148 -2.59904 0.46116  -0.623
64 H -3.93519 -3.09150 -0.12331  0.458
65 H -5.34403 -3.07037 0.43043  0.289
66 O -2.46428 -3.70401 -0.84685  -0.797
67 H -1.65690 -3.56863 -0.35082  0.244
68 H -2.22996 -3.48971 -1.74985  0.228
69 O 4.41736 -1.22753 0.97428  -0.640
70 H 4.66338 -0.67003 0.23611  0.281
71 H 3.49490 -1.43324 0.82269  0.315
72 O 3.81282 1.88563 -2.06940  -0.638
73 H 3.52105 1.45421 -1.26630  0.258
74 H 4.27206 2.66936 -1.76757  0.305
75 O -4.21400 1.93158 1.02558  -0.613
76 H -4.65864 1.54606 0.27066  0.274
77 H -3.72175 1.20637 1.41030  0.398
78 O -0.40122 -4.54700 -4.37918  -0.692
79 H -0.25173 -3.70306 -3.95298  0.209
80 H 0.47570 -4.86950 -4.58713  0.301
81 O 2.24686 -0.44116 -0.52891  0.162
82 H 2.58050 -0.84766 -1.32871  0.066
83 H 1.29553 -0.52158 -0.59767  -0.222
84 O 2.72546 -3.53602 -0.18231  -0.786
85 H 1.83603 -3.74676 0.10183  0.369
86 H 2.61158 -2.84481 -0.83461  0.215
87 O 0.36308 -5.95897 -0.93549  -0.609
88 H -0.14875 -6.75137 -0.77314  0.267
89 H 0.00683 -5.31381 -0.32468  0.244
90 O 0.48730 0.30805 1.39787  -0.422
91 H 1.34805 0.50049 1.02596  -0.070
92 H 0.00659 -0.11290 0.68516  -0.749
93 O -2.53731 0.02885 2.19431  -0.649
94 H -1.60197 0.23223 2.19380  0.288
95 H -2.57689 -0.91827 2.32710  0.301


No. 7
DFT (ωB97M-V/def2-TZVPD) results for an isolated ion of composition C6H14N5S and charge +1 at a distorted geometry.

Summary:
LUMO energy = -2.8741 eV
Largest force on an atom = 4.305 eV/A
Relative energy (zero: lowest compared OMol25 entry of this formula, charge and spin) = 213.0 kJ/mol
Charge = +1
E_HOMO = -12.83 eV

Last column: natural (NBO) charge in e.
Geometry (Å):
1 H -0.90377 -0.37170 3.70154  0.400
2 N -1.06081 -0.08515 2.69635  -0.631
3 C -1.95038 0.71476 2.36351  0.302
4 N -2.30684 1.02046 0.94749  -0.621
5 C -1.60555 0.94019 -0.24059  0.682
6 N -2.46008 1.15570 -1.26825  -0.803
7 N -0.35660 0.75387 -0.28128  -0.546
8 C 0.54482 0.18235 -1.12212  0.576
9 C 1.90008 0.84272 -1.30671  -0.486
10 C 2.24188 1.30780 0.11318  -0.599
11 N 0.51732 -1.08799 -1.58207  -0.683
12 S -0.86245 -2.21370 -1.51157  0.447
13 C -0.01900 -3.33097 -0.36798  -0.761
14 H -2.70107 1.36747 2.82068  0.179
15 H -3.24847 1.21828 0.62523  0.395
16 H -2.04408 1.10714 -2.18031  0.406
17 H -3.39710 1.53433 -1.26205  0.422
18 H 2.73588 0.25069 -1.76107  0.238
19 H 1.72740 1.59364 -2.15357  0.253
20 H 2.08969 0.38768 0.77509  0.216
21 H 1.74538 2.21889 0.47906  0.239
22 H 3.23869 1.50015 0.25395  0.227
23 H 1.43705 -1.26277 -1.91999  0.418
24 H 0.66213 -2.79949 0.26101  0.241
25 H 0.62634 -4.10394 -0.92187  0.236
26 H -0.86036 -3.87291 0.13679  0.254


No. 8
DFT (ωB97M-V/def2-TZVPD) results for C4H5Br4Cl as an isolated structure at a distorted geometry.

Summary:
LUMO energy (alpha / beta) = -1.0894 / -0.7021 eV
Largest force on an atom = 4.281 eV/A
Relative energy (zero: lowest compared OMol25 entry of this formula, charge and spin) = 257.4 kJ/mol
E_HOMO (alpha / beta) = -8.46 / -8.74 eV

Last column: natural (NBO) charge in e.
Geometry (Å):
1 C 1.54271 0.01230 1.46011  -0.788
2 C -1.32135 0.40307 -1.60574  -0.514
3 C 1.29757 -0.67976 0.24330  -0.135
4 C -1.17858 0.14572 -0.15152  -0.167
5 Cl -2.98646 0.95317 -1.99893  -0.049
6 Br 1.15436 -2.52184 0.26219  0.179
7 Br 2.05921 0.10697 -1.37589  0.064
8 Br -1.44788 1.73793 1.00072  0.064
9 Br -2.00738 -1.39722 0.63147  0.102
10 H 1.19374 1.13559 1.53243  0.267
11 H 0.86171 -0.34441 2.25309  0.254
12 H 2.53545 -0.19264 1.79148  0.240
13 H -1.04979 -0.48385 -2.28154  0.256
14 H -0.65330 1.12498 -1.76118  0.227